C3H8N2O2 | ωB97M-V/def2-TZVPD

## Properties
2S+1	2
E_tot	-10305.5075	eV
net charge	+1
molecular weight	104.1	Da
energy relative to the best compared isomer or geometry (same formula, charge and spin)	59.2	kcal/mol
Kohn-Sham gap (spin up / spin down)	9.18 / 6.04	eV

Geometry (Å):
1 C -1.4538 -0.1209 1.2156
2 C -0.9597 -0.6821 2.4156
3 N 0.4168 -0.7674 2.1944
4 C 0.6879 -0.0250 1.1315
5 N -0.4066 0.6021 0.6182
6 H -2.4373 -0.3214 0.7758
7 H -1.4692 -1.1229 3.2596
8 H 1.6815 0.1657 0.7842
9 H -0.3158 1.5301 0.2165
10 H 0.9910 -1.9000 -1.1505
11 H 0.9840 -3.3530 -1.1719
12 O 1.6223 -2.6297 -1.0934
13 H 0.0232 2.1527 -3.0385
14 H -0.0147 3.5855 -3.0333
15 O 0.6503 2.8862 -3.1239

Cartesian forces, eV/Å:
-1.113 2.109 -0.016
3.628 -1.012 -1.845
-2.115 -0.544 1.807
-0.304 1.162 0.791
-0.029 -2.000 0.285
0.337 0.729 0.080
0.031 -0.163 -0.113
0.445 0.034 -0.203
-0.761 -0.322 -0.737
0.444 0.266 -0.224
0.536 -0.448 -0.004
-1.038 0.210 0.172
0.582 -0.426 -0.330
0.616 0.558 -0.207
-1.258 -0.153 0.543